Record 1
Formula: C4H39N2O15
Source: the OMol25 dataset
Level of theory: ωB97M-V/def2-TZVPD

## Properties
LUMO level	2.459	eV
HOMO	-5.77	eV
maximum force	3.23	eV/A
gap between HOMO and LUMO	8.23	eV
ΔE to the lowest compared entry with this formula, charge and spin	34.5	kJ/mol
net charge	-1
molecular weight	355.36	Da

Atoms and positions in Å:
C (0.39923, -1.93551, 0.64064)
N (1.09206, -0.84070, 0.01351)
C (2.52365, -0.91404, 0.10741)
O (2.84722, -0.05797, 1.27462)
C (-0.54362, -2.67832, -0.33101)
C (-1.66479, -3.61133, 0.50033)
N (0.07953, -3.74869, -1.14500)
H (-0.16796, -1.70741, 1.53856)
H (1.14994, -2.74018, 0.92968)
H (0.47456, 1.57162, 1.42797)
H (3.04612, -0.46455, -0.73263)
H (3.09171, -1.76742, 0.51675)
H (-1.03135, -1.93128, -0.96959)
H (-1.43065, -4.01155, 1.45960)
H (-2.48801, -2.94043, 0.73148)
H (-1.82834, -4.45423, -0.22262)
H (0.40603, -3.43522, -2.05772)
H (0.88917, -4.14854, -0.62826)
H (-1.96341, 0.75494, -1.05922)
H (-3.41867, 1.13067, -0.92855)
O (-2.59046, 1.45004, -1.27651)
H (-3.06533, 0.37087, 2.67807)
H (-2.87731, -0.64444, 1.51329)
O (-3.52158, -0.04914, 1.89247)
H (-0.61671, 2.13998, -2.52806)
H (0.59339, 1.17012, -2.30890)
O (0.28625, 2.18345, -2.17679)
H (0.79404, 2.90613, 4.33881)
H (2.54638, 0.85507, 1.16088)
O (0.55360, 3.49161, 3.64136)
H (0.39468, 2.83501, 0.48536)
H (0.70343, 3.28841, 2.70036)
O (0.83396, 2.45233, 1.23917)
H (-2.16853, -0.66513, -2.82479)
H (-0.66008, -0.23551, -2.59630)
O (-1.47424, -0.64918, -2.16739)
H (0.70408, -0.58466, -0.96756)
H (1.40592, 0.08224, -3.43115)
O (0.93052, -0.25425, -2.67624)
H (2.19317, 2.27508, -1.26099)
H (2.66437, 0.98996, -1.87867)
O (2.98886, 1.72896, -1.37292)
H (-1.43609, 3.54258, 2.03786)
H (-1.21828, 4.12626, 3.27787)
O (-2.01995, 3.86501, 2.75618)
H (2.04940, -1.47568, -2.61157)
H (2.40742, -2.65105, -3.45514)
O (2.77866, -2.16910, -2.65345)
H (-0.00136, -1.17325, -3.65817)
H (-1.03582, -2.35486, -4.27681)
O (-0.13681, -2.08701, -4.14287)
H (-0.45512, 3.23439, -1.10563)
H (-1.86940, 3.27813, -0.42595)
O (-0.97309, 3.57280, -0.29758)
H (1.92592, -0.45208, 2.66365)
H (2.14516, -0.52467, 4.18231)
O (1.44798, -0.57365, 3.50920)
H (-1.24379, 1.18603, 3.90538)
H (-2.25709, 2.13560, 3.25733)
O (-2.18859, 1.31371, 3.78798)

---

Record 2
Formula: C4H3Cl3O
Source: the OMol25 dataset
Level of theory: ωB97M-V/def2-TZVPD

## Properties
LUMO level	-0.533	eV
HOMO	-10.22	eV
maximum force	4.47	eV/A
SMILES	O=C1[C@@H](Cl)C(Cl)[C@@H]1Cl
gap between HOMO and LUMO	9.69	eV
ΔE to the lowest compared entry with this formula, charge and spin	6.1	kJ/mol
molecular weight	173.43	Da

Atoms and positions in Å:
C (0.05488, 0.88033, 0.46591)
C (0.85245, -0.57064, 0.45304)
C (-0.48850, -1.05690, -0.01426)
C (-0.73945, 0.32584, -0.61883)
H (-0.34750, 1.17045, 1.44561)
H (1.30910, -0.95216, 1.31657)
H (-0.05834, 0.30483, -1.63260)
O (-1.12948, -2.00382, 0.35762)
Cl (0.90003, 2.35217, -0.14912)
Cl (2.11995, -0.90287, -0.88524)
Cl (-2.47315, 0.45276, -0.73871)

---

Record 3
Formula: C3H8N2O
Source: the OMol25 dataset
Level of theory: ωB97M-V/def2-TZVPD

## Properties
LUMO level	0.979	eV
HOMO	-9.08	eV
maximum force	2.49	eV/A
SMILES	[H]/N=C/N.CC=O
gap between HOMO and LUMO	10.06	eV
ΔE to the lowest compared entry with this formula, charge and spin	263.6	kJ/mol
molecular weight	88.11	Da

Atoms and positions in Å:
O (0.74010, -2.33685, 2.16538)
C (0.60712, -2.69529, 3.29369)
C (0.54645, -1.72509, 4.49071)
H (0.42623, -3.78023, 3.57598)
H (0.50548, -2.12988, 5.49439)
H (1.57265, -1.34526, 4.40256)
H (-0.12184, -0.89500, 4.26648)
N (-0.85607, 1.10626, -3.49891)
C (-0.85804, 2.31311, -4.20264)
N (0.17026, 2.80569, -4.78871)
H (-1.04452, 1.38059, -2.54244)
H (0.03794, 0.65215, -3.64140)
H (-1.83338, 2.83068, -4.35270)
H (0.10762, 3.81913, -4.66239)